Entry 1:
A molecular structure, C16H17AsF6KN4O2S in a non-equilibrium geometry, computed with the ωB97M-V functional and the def2-TZVPD basis.

Values from the calculation:
M in g mol⁻¹: 557.41
2S+1: 2
<S²>: 0.793
Relative energy (zero: lowest compared OMol25 entry of this formula, charge and spin) in kJ/mol: 33.2
Highest occupied orbital energy (alpha / beta) in eV: -8.872 / -8.872

Last column: Löwdin spin population.
Cartesian coordinates (Å):
K 0.2832 0.3789 -0.5932  0.002
C -7.2942 -2.0410 -2.9915  0.001
C -5.8044 -2.0196 -2.8116  0.007
C -5.0273 -3.1111 -3.1796  0.002
C -3.6493 -3.0880 -3.0371  0.005
C -3.0422 -1.9538 -2.5279  0.009
C -3.7973 -0.8435 -2.1538  0.008
C -5.1713 -0.8873 -2.2949  -0.001
S -1.3049 -1.8864 -2.2907  0.026
O -0.8642 -0.5641 -2.6524  0.009
O -0.6695 -3.0316 -2.8810  0.003
N -1.1765 -1.8513 -0.6176  0.396
C -1.0623 -2.9715 0.1011  0.038
C -1.2752 -4.2942 -0.3456  0.185
C -1.1567 -5.3304 0.5725  -0.009
C -0.8044 -5.0251 1.8717  0.200
C -0.5896 -3.6771 2.2302  0.007
N -0.7255 -2.6764 1.4102  0.098
H -7.6962 -3.0479 -2.8849  0.000
H -7.5652 -1.6812 -3.9861  0.001
H -7.7862 -1.3959 -2.2649  0.000
H -5.5027 -3.9954 -3.5846  0.000
H -3.0468 -3.9357 -3.3365  0.000
H -3.3101 0.0376 -1.7609  0.000
H -5.7604 -0.0293 -1.9986  0.000
H -1.5082 -4.4901 -1.3783  0.008
H -1.3302 -6.3535 0.2696  -0.005
H -0.6941 -5.7919 2.6257  0.011
H -0.3049 -3.4496 3.2520  -0.002
F -0.6202 0.7913 1.5874  0.000
As 0.3018 2.1609 2.2109  0.000
F -0.7391 2.2260 3.5810  0.000
F 1.3580 1.0217 2.9998  0.000
F 1.2241 3.4944 2.7891  0.000
F 1.3532 2.0486 0.7850  0.000
F -0.7391 3.2010 1.2848  0.000
C 4.0560 0.1862 0.8605  0.000
C 3.8433 -0.6546 -0.3465  0.000
N 2.6856 -0.9413 -0.9008  0.000
C 2.9731 -1.7339 -1.9926  0.000
C 4.3135 -1.9196 -2.0987  0.000
N 4.8575 -1.2286 -1.0396  0.000
H 3.1067 0.3711 1.3548  0.000
H 4.4858 1.1534 0.5954  0.000
H 4.7251 -0.3029 1.5691  0.000
H 2.1946 -2.1178 -2.6318  0.000
H 4.9178 -2.4633 -2.8018  0.000
H 5.8326 -1.1500 -0.8138  0.000

***

Entry 2:
A molecular structure, C16H17AuF3O3Si, computed with the ωB97M-V functional and the def2-TZVPD basis.

Values from the calculation:
M in g mol⁻¹: 539.36
Total charge: -1
Highest occupied orbital energy in eV: -5.321

Last column: natural (NBO) charge in e.
Cartesian coordinates (Å):
Au 0.0345 -0.4092 0.4809  0.343
C -5.7072 0.9900 -1.3449  -0.236
C -4.6442 0.3731 -1.9909  -0.234
C -3.6000 -0.1611 -1.2497  -0.155
C -3.5806 -0.0994 0.1456  -0.428
C -4.6605 0.5247 0.7705  -0.215
C -5.7136 1.0607 0.0410  -0.222
Si -2.1244 -0.8469 1.1355  0.736
C -2.4766 -2.7219 1.0405  -0.428
C -2.9733 -3.4514 2.1194  -0.214
C -3.1171 -4.8318 2.0584  -0.222
C -2.7669 -5.5163 0.9043  -0.229
C -2.2852 -4.8098 -0.1898  -0.240
C -2.1392 -3.4334 -0.1136  -0.142
H -6.5263 1.4091 -1.9169  0.201
H -4.6280 0.3122 -3.0733  0.200
H -2.7765 -0.6469 -1.7638  0.197
H -4.6780 0.5852 1.8538  0.208
H -6.5415 1.5354 0.5552  0.200
H -2.5683 -0.5191 2.5258  -0.209
H -3.2504 -2.9272 3.0284  0.205
H -3.4965 -5.3757 2.9159  0.199
H -2.8579 -6.5951 0.8608  0.199
H -2.0060 -5.3346 -1.0960  0.201
H -1.7353 -2.8952 -0.9656  0.198
C -0.2170 2.5499 -3.6099  -0.630
C -0.4613 1.3999 -2.6434  -0.063
O -0.4982 1.8235 -1.2916  -0.720
H -0.1991 2.1772 -4.6362  0.200
H 0.7377 3.0250 -3.3839  0.216
H -1.0077 3.2992 -3.5284  0.192
H 0.3622 0.6868 -2.7021  0.186
H -1.3879 0.8812 -2.9113  0.153
H -1.3412 2.2461 -1.1018  0.469
F 2.1904 1.6832 -0.7807  -0.331
C 3.3478 1.0061 -0.8747  0.862
F 4.3115 1.8141 -0.3854  -0.336
F 3.5981 0.8590 -2.2006  -0.346
C 3.3459 -0.4014 -0.1568  0.698
O 4.4608 -0.8834 -0.0319  -0.662
O 2.2155 -0.8513 0.1496  -0.799

***

Entry 3:
A molecular structure, C16H17BaF6IN2O in a non-equilibrium geometry, computed with the ωB97M-V functional and the def2-TZVPD basis.

Values from the calculation:
M in g mol⁻¹: 631.55
Relative energy (zero: lowest compared OMol25 entry of this formula, charge and spin) in kJ/mol: 7.3
Highest occupied orbital energy (alpha / beta) in eV: -7.639 / -7.640

Last column: Löwdin charge in e.
Cartesian coordinates (Å):
C 3.0016 1.7024 1.7983  0.013
C 0.5772 3.8930 -0.9890  0.009
H 2.3819 2.0737 2.6230  -0.033
H 3.5012 2.4064 1.1403  0.000
H 3.3235 0.6592 1.8520  -0.001
H -0.5141 3.9251 -1.1373  -0.003
H 0.9875 4.2914 -0.0590  -0.009
H 1.2148 3.7218 -1.8552  -0.008
C 0.0300 -1.3466 3.0122  -0.119
C -0.3840 -2.2978 3.9534  -0.036
C -1.6852 -2.7967 3.8672  -0.038
C -2.5413 -2.3103 2.8683  0.006
H 1.0116 -0.8697 3.0282  0.108
H 0.3159 -2.6252 4.7262  0.114
H -2.0530 -3.5506 4.5600  0.114
H -3.5787 -2.6295 2.7623  0.104
N -0.7746 -0.9538 2.0066  -0.075
C -2.0580 -1.3678 1.9412  -0.204
C -2.9255 -0.7577 0.8680  -0.195
N -2.3767 0.2287 0.1229  -0.099
C -3.0820 0.9024 -0.7961  -0.126
C -4.9850 -0.5010 -0.3844  -0.036
C -4.3992 0.5461 -1.1048  -0.035
H -2.5502 1.7308 -1.2782  0.109
H -4.9293 1.0883 -1.8847  0.111
C -4.2556 -1.1439 0.6220  0.005
H -4.6591 -1.9531 1.2329  0.105
H -6.0029 -0.8244 -0.5930  0.114
Ba 0.1904 0.8587 0.2523  1.550
I -0.9722 2.8852 2.8323  -0.430
C 3.4717 0.6186 -1.8192  -0.010
C 2.4001 -0.3657 -2.2438  -0.519
O 1.3594 -0.4933 -1.3801  -0.497
C 1.8241 0.1272 -3.6415  -0.487
F 2.8221 0.4222 -4.5376  0.116
F 0.9710 -0.7323 -4.2185  0.154
F 1.1278 1.3052 -3.4415  0.083
C 3.0805 -1.7898 -2.3954  -0.496
F 4.2063 -1.7313 -3.1818  0.111
F 3.4908 -2.2099 -1.1553  0.113
F 2.2702 -2.7411 -2.8900  0.150
H 3.0379 1.6277 -1.7555  0.083
H 4.3157 0.6125 -2.5202  0.098
H 3.8135 0.3648 -0.8077  0.085

***

Entry 4:
A molecular structure, C16H17BrN2O7W in a non-equilibrium geometry, computed with the ωB97M-V functional and the def2-TZVPD basis.

Values from the calculation:
M in g mol⁻¹: 613.06
Total charge: +4
Relative energy (zero: lowest compared OMol25 entry of this formula, charge and spin) in kJ/mol: 81.6
Highest occupied orbital energy in eV: -22.806

Last column: natural (NBO) charge in e.
Cartesian coordinates (Å):
W 0.1224 -0.4739 -0.0555  2.412
O -1.1797 4.0147 3.9201  -0.488
C -0.9421 3.1389 3.0298  0.515
C -1.5764 3.0662 1.7401  -0.199
C -1.2054 2.0747 0.8931  0.100
N -0.2546 1.1444 1.2141  -0.522
C 0.3612 1.2091 2.4400  0.092
C 0.0523 2.1510 3.3581  -0.173
C 1.4111 0.1383 2.5397  0.739
O 2.2331 -0.0385 3.3412  -0.286
O 1.2587 -0.6410 1.3619  -0.629
C -1.6980 1.8266 -0.5054  0.735
O -2.3798 2.4721 -1.1921  -0.291
O -1.1065 0.5994 -0.9130  -0.641
H -1.8323 4.7242 3.7528  0.565
H -2.3262 3.7930 1.4403  0.312
H 0.5391 2.1989 4.3285  0.327
C -2.3564 -1.2129 1.8656  -0.252
O -1.2426 -1.6789 1.0061  -0.564
C -1.3790 -3.0501 0.4685  -0.102
C -1.6349 -2.8893 -1.0080  -0.104
O -0.6579 -1.8931 -1.4604  -0.572
C -0.8379 -1.5303 -2.8817  -0.261
H -2.7344 -2.0587 2.4362  0.271
H -3.1520 -0.7948 1.2503  0.231
H -1.9518 -0.4886 2.5663  0.215
H -2.2019 -3.5686 0.9572  0.287
H -0.4564 -3.5800 0.7003  0.244
H -2.6378 -2.5105 -1.2141  0.242
H -1.4815 -3.8230 -1.5500  0.282
H -0.8104 -2.4425 -3.4757  0.265
H -0.0144 -0.8852 -3.1724  0.218
H -1.7908 -1.0227 -3.0235  0.243
Br 2.1730 -2.5727 -0.6505  0.375
C 2.6851 -0.9582 -1.5363  0.174
C 3.8210 -0.8454 -2.2830  -0.227
C 4.0722 0.3947 -2.8837  0.020
C 3.1704 1.4439 -2.6940  -0.204
C 2.0421 1.2430 -1.9389  0.090
N 1.7790 0.0390 -1.3433  -0.594
H 4.5012 -1.6806 -2.4006  0.310
H 4.9581 0.5262 -3.4955  0.301
H 3.3501 2.4141 -3.1404  0.305
H 1.3111 2.0273 -1.7920  0.241

***

Entry 5:
A molecular structure, C16H17Cl3N3OPRuS4SbSe2Si, computed with the ωB97M-V functional and the def2-TZVPD basis.

Values from the calculation:
M in g mol⁻¹: 941.77
Total charge: -2
2S+1: 6
<S²>: 8.770
Relative energy (zero: lowest compared OMol25 entry of this formula, charge and spin) in kJ/mol: 14.3
Highest occupied orbital energy (alpha / beta) in eV: -1.539 / -2.490

Last column: Löwdin spin population.
Cartesian coordinates (Å):
Ru -1.8066 1.0144 -0.0648  3.521
Se 1.3958 0.0394 -0.2805  0.078
P 0.7734 -0.7500 1.6095  0.028
Se -1.1039 -0.0317 2.4221  0.152
C 0.6542 -2.5769 1.5533  0.004
C 0.5603 -3.2793 2.7540  0.004
C 0.4392 -4.6610 2.7462  0.001
C 0.4017 -5.3480 1.5377  0.001
C 0.4820 -4.6479 0.3426  0.001
C 0.6118 -3.2639 0.3484  0.004
C 2.1052 -0.5119 2.8400  0.004
C 1.8886 0.1770 4.0270  0.005
C 2.9289 0.3391 4.9358  0.001
C 4.1828 -0.1901 4.6618  0.000
C 4.4027 -0.8726 3.4716  0.001
C 3.3681 -1.0301 2.5594  0.003
H 0.5700 -2.7374 3.6933  0.002
H 0.3646 -5.2027 3.6825  0.000
H 0.2995 -6.4275 1.5309  0.000
H 0.4339 -5.1782 -0.6016  0.000
H 0.6685 -2.7024 -0.5760  0.001
H 0.9098 0.5995 4.2181  0.003
H 2.7572 0.8872 5.8551  0.000
H 4.9931 -0.0618 5.3716  0.000
H 5.3846 -1.2758 3.2507  0.000
H 3.5343 -1.5404 1.6178  0.002
S -4.4606 0.3585 -3.6010  0.021
Sb -4.2377 -0.5659 -1.5294  0.044
S -4.1006 1.2306 0.1437  0.487
S -1.9503 -1.2111 -1.1614  0.254
S -5.7020 -2.1294 -0.7945  0.040
C -0.8309 2.4615 -5.6496  0.001
N -1.4006 2.5668 -4.3355  0.003
C -2.0443 3.7531 -3.8301  0.004
C -2.2804 3.3712 -2.3636  0.006
O -2.8317 4.0668 -1.5514  0.007
N -1.7385 2.1234 -2.1621  0.094
C -1.2301 1.7005 -3.3149  0.009
N -0.5996 0.5393 -3.4468  0.002
H -1.4271 3.0554 -6.3408  0.000
H -0.8645 1.4297 -6.0030  0.000
H 0.2049 2.8166 -5.6857  0.000
H -2.9957 3.9470 -4.3287  0.000
H -1.4019 4.6361 -3.8786  0.000
H -0.8132 -0.1477 -2.7137  0.004
H -0.4498 0.1807 -4.3728  0.000
Cl -1.5206 4.6696 1.5499  0.034
Si -0.3673 3.1227 0.6709  0.116
Cl 1.2226 3.0587 2.1020  0.030
Cl 0.6201 4.1990 -0.9097  0.029